Below is a cluster of 8 separate species, C59H72BrF7NO in total in a non-equilibrium geometry, with properties calculated with ωB97M-V with the def2-TZVPD basis set.

Values from the calculation:
Molar mass   1024.1 g mol⁻¹
Total charge   +1
Total energy   -5693.850815 a.u.
Gap between HOMO and LUMO   0.2285 hartree
E_HOMO   -10.48 eV

Each line ends with the Mulliken charge.
Cartesian coordinates (Å):
C 8.669 -2.503 3.641  -0.9475
C 9.200 -1.419 2.509  -0.3650
C 7.918 -0.467 2.077  -0.4545
C 7.945 1.017 2.805  -0.5552
C 7.076 2.055 1.837  -0.5356
C 5.590 1.356 1.560  -0.1980
C 4.383 2.505 1.595  -0.7652
C 2.951 1.909 2.133  -0.2572
C 2.078 3.161 2.809  -0.7994
C 0.540 3.230 2.237  -0.0563
C -0.555 2.499 3.220  -0.5211
C -0.558 0.881 2.866  -0.0010
C -1.495 0.165 4.019  -0.7396
C -3.074 0.601 3.986  -0.5169
C -3.746 0.685 2.495  0.2324
N -4.320 -0.611 1.968  -0.1507
Br -5.700 -1.329 3.075  0.2562
C -3.279 -1.652 1.578  -0.0353
O -4.005 -2.934 1.295  -0.3813
C -3.047 -4.017 0.999  -0.5581
H 8.209 -3.482 3.174  0.2344
H 7.817 -2.000 4.280  0.2609
H 9.533 -2.815 4.366  0.2977
H 9.559 -2.012 1.545  0.2442
H 10.066 -0.774 2.972  0.2767
H 6.914 -0.986 2.409  0.1675
H 7.912 -0.302 0.900  0.2789
H 9.040 1.440 2.962  0.3589
H 7.419 0.977 3.875  0.2025
H 6.953 3.105 2.354  0.2992
H 7.651 2.146 0.802  0.2537
H 5.601 0.785 0.518  0.1605
H 5.305 0.577 2.390  0.1144
H 4.267 2.886 0.487  0.1550
H 4.787 3.382 2.287  0.3531
H 3.188 1.087 2.964  0.2921
H 2.372 1.406 1.248  0.2252
H 2.160 3.146 3.977  0.2391
H 2.617 4.147 2.432  0.3612
H 0.510 2.632 1.209  -0.2601
H 0.264 4.347 2.017  0.4309
H -0.181 2.606 4.347  0.2804
H -1.639 2.905 3.048  0.2186
H 0.545 0.481 3.047  0.1788
H -0.870 0.633 1.765  -0.0420
H -1.065 0.553 5.063  0.3862
H -1.367 -1.017 4.066  0.3226
H -3.641 -0.076 4.755  0.2687
H -3.121 1.706 4.434  0.3447
H -3.059 1.128 1.658  -0.3049
H -4.668 1.439 2.589  0.1873
H -4.823 -0.363 1.063  0.5152
H -2.490 -1.885 2.410  0.1500
H -2.802 -1.308 0.547  0.2842
H -3.165 -4.264 -0.163  0.2435
H -3.405 -4.984 1.594  0.2455
H -1.922 -3.746 1.279  0.2555
F 2.524 -3.770 1.144  -0.2915
C 1.917 -4.887 0.724  0.2150
C 2.311 -5.470 -0.475  -0.2942
C 1.682 -6.637 -0.911  -0.6380
C 0.657 -7.201 -0.147  -0.4945
C 0.265 -6.605 1.052  -0.4570
C 0.902 -5.445 1.493  -0.5605
H 3.103 -5.013 -1.059  0.5487
H 1.988 -7.105 -1.843  0.4208
H 0.164 -8.108 -0.490  0.5221
H -0.535 -7.044 1.643  0.4701
H 0.616 -4.974 2.428  0.5453
F -2.386 2.139 0.005  -0.3171
C -1.748 2.064 -1.171  0.2789
C -0.725 2.962 -1.453  -0.1045
C -0.057 2.880 -2.674  -0.5931
C -0.428 1.907 -3.606  -0.6029
C -1.460 1.013 -3.315  -0.5950
C -2.120 1.088 -2.089  -0.3260
H -0.456 3.716 -0.720  0.5804
H 0.750 3.572 -2.901  0.3877
H 0.091 1.846 -4.561  0.4314
H -1.749 0.260 -4.044  0.3881
H -2.918 0.396 -1.844  0.3989
F 1.966 5.461 -2.082  -0.2787
C 1.486 6.687 -2.333  0.3792
C 2.368 7.716 -2.644  -0.4319
C 1.869 8.991 -2.910  -0.5015
C 0.493 9.225 -2.850  -0.4915
C -0.384 8.187 -2.532  -0.6130
C 0.115 6.910 -2.277  0.0474
H 3.434 7.517 -2.678  0.4241
H 2.549 9.800 -3.162  0.3758
H 0.104 10.221 -3.053  0.4295
H -1.454 8.373 -2.482  0.3887
H -0.553 6.089 -2.037  0.2896
F -9.717 -6.145 5.079  -0.2967
C -9.163 -5.004 5.511  0.3067
C -8.554 -4.152 4.597  -0.5415
C -7.981 -2.961 5.045  0.1596
C -8.015 -2.642 6.405  -0.5334
C -8.625 -3.507 7.315  -0.3069
C -9.207 -4.692 6.865  -0.4265
H -8.529 -4.420 3.546  0.4129
H -7.509 -2.284 4.338  0.0201
H -7.565 -1.715 6.755  0.3694
H -8.647 -3.258 8.373  0.3709
H -9.693 -5.371 7.557  0.4079
F -1.690 -9.427 0.390  -0.2891
C -2.497 -9.536 -0.674  0.3588
C -2.580 -8.484 -1.580  -0.1034
C -3.417 -8.599 -2.690  -0.5131
C -4.170 -9.760 -2.876  -0.4437
C -4.084 -10.808 -1.958  -0.4077
C -3.239 -10.698 -0.854  -0.4804
H -1.993 -7.586 -1.415  0.4105
H -3.482 -7.786 -3.409  0.3513
H -4.826 -9.848 -3.740  0.3599
H -4.675 -11.710 -2.102  0.3626
H -3.153 -11.506 -0.135  0.4154
F 4.344 -4.570 -2.764  -0.3563
C 3.817 -3.539 -3.438  0.2237
C 4.246 -2.246 -3.156  -0.4058
C 3.701 -1.173 -3.861  -0.4050
C 2.726 -1.404 -4.835  -0.4217
C 2.299 -2.704 -5.107  -0.4432
C 2.852 -3.778 -4.410  -0.2422
H 4.998 -2.086 -2.391  0.4741
H 4.035 -0.159 -3.653  0.3813
H 2.299 -0.566 -5.381  0.3986
H 1.537 -2.881 -5.863  0.3695
H 2.538 -4.796 -4.615  0.4171
F -0.129 10.867 -4.952  -0.2392
C -0.967 10.701 -5.984  0.4093
C -0.781 11.448 -7.142  -0.4729
C -1.650 11.273 -8.219  -0.4559
C -2.702 10.359 -8.122  -0.4490
C -2.884 9.618 -6.953  -0.5282
C -2.008 9.786 -5.880  -0.0226
H 0.038 12.159 -7.197  0.3972
H -1.508 11.846 -9.132  0.3550
H -3.382 10.226 -8.960  0.3573
H -3.706 8.911 -6.878  0.3445
H -2.129 9.212 -4.968  0.2892